# C32H52B6F24N6O2

A 10-piece molecular cluster, C32H52B6F24N6O2 overall at a distorted geometry (ωB97M-V/def2-TZVPD, the Open Molecules 2025 dataset).

**E_HOMO**: -7.8 eV
**LUMO**: -5.028 eV
**Gap between HOMO and LUMO**: 2.73 eV

Last column: Löwdin charge in e.
Atoms and positions in Å:
C: -6.4323 3.3231 3.3238  0.072
N: -5.1058 2.9909 3.9447  -0.069
C: -4.3173 1.9967 3.5598  0.052
C: -3.1305 1.7991 4.2395  0.075
C: -2.7870 2.5615 5.3648  -0.115
C: -3.6695 3.6155 5.6909  0.042
C: -4.7929 3.8225 4.9469  -0.007
C: -1.4928 2.4196 6.0705  -0.104
C: -0.6796 3.5692 6.3813  0.039
C: 0.5820 3.4806 6.9661  0.062
N: 1.1352 2.1814 7.1558  -0.076
C: 0.3526 1.0742 6.9140  0.073
C: -0.9165 1.1710 6.3496  0.068
C: 2.4583 2.0392 7.6536  0.009
H: -6.7213 4.3693 3.4244  0.109
H: -7.0640 2.7929 4.0366  0.119
H: -6.4745 2.9517 2.2999  0.121
H: -4.7281 1.3923 2.7646  0.171
H: -2.5174 0.9497 3.9768  0.143
H: -3.3226 4.2257 6.5117  0.130
H: -5.4239 4.6428 5.2555  0.154
H: -1.0516 4.5371 6.0795  0.121
H: 1.2592 4.2966 7.1708  0.137
H: 0.7463 0.0922 7.1313  0.168
H: -1.3857 0.2416 6.0623  0.147
H: 2.9395 3.0105 7.5391  0.102
H: 3.0326 1.3307 7.0567  0.131
H: 2.4509 1.8098 8.7191  0.125
C: 7.5039 5.9521 3.2250  0.057
N: 6.5556 5.5774 2.1246  -0.064
C: 5.2411 5.7589 2.2666  0.008
C: 4.3271 5.2150 1.3914  0.045
C: 4.7778 4.4290 0.3303  -0.084
C: 6.1703 4.4143 0.1450  0.057
C: 7.0560 5.0579 0.9791  0.036
C: 3.8431 3.7106 -0.6099  -0.098
C: 4.1664 3.3509 -1.9311  0.075
C: 3.1677 2.7642 -2.7914  0.072
N: 1.9015 2.6322 -2.3043  -0.067
C: 1.5736 2.9368 -1.0406  0.022
C: 2.5096 3.5132 -0.1834  0.059
C: 0.8084 2.1431 -3.2461  0.083
H: 7.4383 5.1443 3.9538  0.118
H: 7.2644 6.8958 3.7151  0.108
H: 8.5126 5.9190 2.8131  0.106
H: 4.9213 6.2865 3.1530  0.152
H: 3.2789 5.3946 1.5795  0.124
H: 6.5680 3.8009 -0.6500  0.134
H: 8.0906 4.8773 0.7274  0.159
H: 5.1140 3.5636 -2.4036  0.125
H: 3.5025 2.4734 -3.7761  0.158
H: 0.5484 2.7297 -0.7713  0.154
H: 2.3014 3.8640 0.8166  0.113
H: 1.3326 1.7066 -4.0963  0.110
H: 0.2908 3.0377 -3.5923  0.117
H: 0.1570 1.4425 -2.7238  0.115
C: -6.5261 -1.6707 -9.7633  -0.039
C: -5.5758 -2.8169 -9.3827  -0.252
C: -4.8039 -2.3590 -8.1063  -0.151
O: -5.7467 -2.5026 -7.0049  -0.192
C: -5.0737 -2.7573 -5.7950  -0.084
N: -6.4396 -4.1088 -9.1483  0.241
H: -5.8652 -4.9346 -9.0580  0.166
H: -6.9381 -3.9369 -8.2869  0.153
H: -6.9984 -4.3323 -9.9594  0.162
H: -7.0820 -1.8614 -10.6813  0.083
H: -5.9339 -0.7646 -9.8911  0.097
H: -7.2529 -1.4958 -8.9700  0.096
H: -4.8909 -3.1247 -10.1728  0.148
H: -4.4564 -1.3313 -8.2118  0.138
H: -3.8930 -2.9556 -8.1569  0.131
H: -4.6037 -1.7992 -5.5729  0.099
H: -4.2495 -3.4705 -5.8067  0.095
H: -5.7664 -3.0854 -5.0200  0.106
C: 3.5127 -2.7054 -1.2386  -0.057
C: 2.3882 -2.3710 -0.3603  -0.278
C: 1.0304 -2.8705 -0.9388  -0.134
O: 0.0155 -1.9716 -0.4119  -0.227
C: -1.2471 -2.5198 -0.1308  -0.093
N: 2.6300 -3.0159 1.0659  0.275
H: 2.7364 -4.0180 1.1339  0.175
H: 3.3986 -2.5835 1.5583  0.165
H: 1.7951 -2.9485 1.6303  0.160
H: 4.5175 -2.5177 -0.8600  0.101
H: 3.3580 -2.2245 -2.2044  0.098
H: 3.5026 -3.7598 -1.5149  0.110
H: 2.3577 -1.2906 -0.2195  0.139
H: 0.8351 -3.9308 -0.7780  0.147
H: 1.0388 -2.7468 -2.0218  0.133
H: -1.2472 -3.3397 0.5875  0.101
H: -1.4766 -2.9430 -1.1088  0.093
H: -2.0013 -1.7996 0.1863  0.088
B: -5.2053 2.6522 -2.2571  -1.461
F: -5.3710 3.5020 -1.2074  0.111
F: -6.3774 2.4474 -2.8733  0.157
F: -4.2148 3.2482 -3.0546  0.071
F: -4.8466 1.3980 -1.8826  0.124
B: 4.8186 0.6472 3.3998  -1.404
F: 5.0361 -0.4840 4.2210  0.077
F: 5.3680 0.4166 2.1312  0.086
F: 3.5104 1.0133 3.4412  0.120
F: 5.5779 1.5786 4.0063  0.124
B: 3.5553 -1.4937 -7.4281  -1.373
F: 4.4682 -0.5587 -7.1565  0.150
F: 3.9904 -2.2124 -8.5319  0.101
F: 3.1679 -2.2169 -6.2704  0.056
F: 2.3949 -0.8662 -7.8762  0.066
B: 5.6213 -7.0014 1.4288  -1.441
F: 6.2238 -8.1233 1.8158  0.159
F: 6.1058 -6.6863 0.1923  0.117
F: 4.2294 -7.1040 1.4876  0.090
F: 6.1042 -6.0618 2.3301  0.079
B: -0.8725 -5.0903 4.8620  -1.355
F: -0.2785 -3.8665 4.6254  0.070
F: -0.8538 -5.8596 3.7124  0.109
F: -0.1160 -5.7470 5.8424  0.082
F: -2.1847 -4.8809 5.2574  0.096
B: -5.3124 -7.4014 0.1669  -1.397
F: -6.6161 -7.2184 -0.3873  0.027
F: -5.0668 -8.7362 0.4713  0.093
F: -4.4563 -6.9873 -0.8353  0.093
F: -5.3148 -6.7221 1.2923  0.184

# C40H37CuN2S2SiTe

C40H37CuN2S2SiTe as an isolated structure (ωB97M-V/def2-TZVPD, the Open Molecules 2025 dataset).

**E_HOMO (alpha / beta)**: -4.3 / -4.2 eV
**Spin multiplicity**: 2
**Net charge**: -1
**LUMO (alpha / beta)**: 2.117 / 0.896 eV
**<S²>**: 0.757
**Gap between HOMO and LUMO (alpha / beta)**: 6.37 / 5.12 eV
**Energy relative to the best compared isomer or geometry (same formula, charge and spin)**: 0.136 eV

Last column: Löwdin spin population.
Atoms and positions in Å:
Cu: -0.5019 -0.3525 0.0131  0.049
S: -2.5133 -3.5304 -2.7349  0.002
C: -1.8142 -2.2744 -1.9365  0.001
N: -1.3316 -1.3628 -1.3882  0.002
N: -0.5960 1.6476 -0.8273  0.009
S: -1.5341 2.0238 -2.0308  0.003
C: -3.2159 2.1699 -1.4294  0.000
C: -3.5126 1.4742 -0.2710  0.001
C: -4.8227 1.4682 0.1950  0.000
C: -5.8115 2.1516 -0.4980  0.000
C: -5.4996 2.8400 -1.6684  0.000
C: -4.1979 2.8459 -2.1446  0.000
C: -1.2391 3.7227 -2.5106  0.000
C: -1.5442 4.7792 -1.6604  0.000
C: -1.1816 6.0667 -2.0224  0.000
C: -0.5205 6.2922 -3.2273  0.000
C: -0.2224 5.2329 -4.0704  0.000
C: -0.5817 3.9380 -3.7103  0.000
H: -0.5745 2.3628 -0.0997  0.000
H: -2.7322 0.9280 0.2482  0.002
H: -5.0590 0.9163 1.0958  0.000
H: -6.8318 2.1434 -0.1325  0.000
H: -6.2731 3.3691 -2.2116  0.000
H: -3.9492 3.3793 -3.0553  0.000
H: -2.0604 4.5941 -0.7240  0.000
H: -1.4098 6.8951 -1.3629  0.000
H: -0.2353 7.2996 -3.5053  0.000
H: 0.2965 5.4081 -5.0048  0.000
H: -0.3422 3.0971 -4.3515  0.000
C: 8.6541 -0.2079 -2.4565  0.000
C: 7.1903 -0.0415 -2.1316  0.000
C: 6.5874 -0.7790 -1.1206  0.000
C: 5.2367 -0.6405 -0.8146  0.008
C: 4.6226 -1.4606 0.2872  0.031
C: 4.4592 0.2717 -1.5422  0.050
Te: 2.3938 0.4825 -1.0748  0.661
C: 5.0480 1.0316 -2.5598  0.010
C: 4.2747 2.0350 -3.3858  0.032
C: 6.4021 0.8572 -2.8359  0.001
H: 9.1186 -0.9481 -1.8042  0.000
H: 9.1973 0.7324 -2.3357  0.000
H: 8.7970 -0.5357 -3.4889  0.000
H: 7.1824 -1.4869 -0.5506  0.000
H: 5.3631 -2.0998 0.7694  0.002
H: 3.8219 -2.0973 -0.1020  0.008
H: 4.1741 -0.8281 1.0589  0.010
H: 3.2416 2.1464 -3.0552  0.033
H: 4.2526 1.7362 -4.4367  0.001
H: 4.7417 3.0213 -3.3309  0.001
H: 6.8512 1.4491 -3.6307  0.001
C: 1.8953 3.8218 4.0941  0.001
C: 2.3249 3.3328 2.8668  0.000
C: 1.7450 2.1873 2.3306  0.002
C: 0.7299 1.4876 2.9991  0.004
C: 0.3141 2.0057 4.2330  0.001
C: 0.8867 3.1523 4.7762  0.000
Si: 0.0328 -0.1176 2.2242  0.043
C: 1.0887 -1.4821 3.0355  0.003
C: 1.6496 -2.4991 2.2600  -0.001
C: 2.4198 -3.5129 2.8292  0.000
C: 2.6403 -3.5304 4.1991  0.000
C: 2.0818 -2.5346 4.9959  0.000
C: 1.3177 -1.5304 4.4174  0.001
C: -1.6618 -0.3110 3.0965  0.012
C: -2.1433 -1.5717 3.4751  0.005
C: -3.4240 -1.7424 3.9881  0.000
C: -4.2666 -0.6497 4.1471  0.004
C: -3.8150 0.6133 3.7824  0.000
C: -2.5368 0.7732 3.2574  0.005
H: 2.3407 4.7169 4.5144  0.000
H: 3.1120 3.8440 2.3238  0.000
H: 2.0913 1.8252 1.3679  0.003
H: -0.4708 1.5007 4.7875  0.000
H: 0.5447 3.5233 5.7361  0.000
H: 1.4599 -2.5033 1.1902  -0.001
H: 2.8413 -4.2903 2.2016  0.000
H: 3.2356 -4.3179 4.6477  0.000
H: 2.2438 -2.5446 6.0681  0.000
H: 0.8923 -0.7595 5.0547  0.000
H: -1.5014 -2.4399 3.3620  0.000
H: -3.7657 -2.7326 4.2659  0.000
H: -5.2629 -0.7800 4.5530  0.000
H: -4.4576 1.4768 3.9155  0.000
H: -2.2047 1.7721 2.9835  0.000

# C3H12O2S2

A 3-piece molecular cluster, C3H12O2S2 overall (ωB97M-V/def2-TZVPD, the Open Molecules 2025 dataset).

**E_HOMO**: -9.1 eV
**SMILES string**: CCCSS.O.O
**LUMO**: 0.445 eV
**Gap between HOMO and LUMO**: 9.58 eV
**Energy relative to the best compared isomer or geometry (same formula, charge and spin)**: 0.591 eV

Last column: Löwdin charge in e.
Atoms and positions in Å:
C: -0.1326 0.1438 -0.6499  -0.358
C: -1.5733 0.5738 -0.8532  -0.123
C: 0.2784 0.2713 0.8243  -0.597
S: 1.8516 -0.5767 1.0083  0.414
S: 2.4713 -0.1967 2.9220  0.300
H: 0.5376 0.7656 -1.2466  0.103
H: -0.0055 -0.8738 -1.0209  0.096
H: -1.8092 1.5341 -0.3944  0.074
H: -1.8254 0.5904 -1.9104  0.069
H: -2.2638 -0.1388 -0.3720  0.078
H: -0.4898 -0.1822 1.4572  0.077
H: 0.3627 1.3433 1.0673  0.085
H: 3.0895 0.9850 2.7418  -0.214
H: 5.0383 1.9954 0.4633  0.026
H: 5.9867 3.0468 -0.1043  0.037
O: 5.4042 2.3201 -0.3720  -0.067
H: -6.4228 -3.8285 -1.2195  0.030
H: -4.9320 -3.7144 -1.4937  0.035
O: -5.5659 -4.0584 -0.8474  -0.065

# C5H6O

A 2-piece molecular cluster, C5H6O overall at a distorted geometry (ωB97M-V/def2-TZVPD, the Open Molecules 2025 dataset).

**E_HOMO (alpha / beta)**: -7.5 / -7.5 eV
**LUMO (alpha / beta)**: 0.097 / 0.096 eV
**Gap between HOMO and LUMO (alpha / beta)**: 7.62 / 7.62 eV
**Energy relative to the best compared isomer or geometry (same formula, charge and spin)**: 5.066 eV

Last column: Löwdin charge in e.
Atoms and positions in Å:
C: 1.9454 -0.7281 0.0886  -0.096
C: 0.6090 -0.1175 -0.0614  -0.105
C: -0.2804 0.5606 0.4923  -0.235
C: -1.4363 1.2331 0.7881  -0.064
C: -1.4024 -0.3748 -1.1114  -0.060
O: -1.6452 -1.5176 -1.0675  0.105
H: 2.2987 -0.5744 1.1164  0.080
H: 2.6643 -0.2760 -0.5998  0.072
H: 1.9016 -1.8059 -0.1007  0.075
H: -1.4018 2.3072 0.5988  0.045
H: -1.9774 0.9583 1.6935  0.049
H: -1.5177 0.4029 -1.8713  0.135

# C2H5P

An isolated molecule of C2H5P at a distorted geometry (ωB97M-V/def2-TZVPD, the Open Molecules 2025 dataset).

**E_HOMO**: -9.3 eV
**SMILES string**: C1CP1
**LUMO**: 1.155 eV
**Gap between HOMO and LUMO**: 10.46 eV
**Energy relative to the best compared isomer or geometry (same formula, charge and spin)**: 0.847 eV

Last column: Löwdin charge in e.
Atoms and positions in Å:
C: -0.4555 -0.2396 -0.6534  -0.443
C: 0.8266 -0.0924 0.2316  -0.480
P: -0.7581 0.0259 1.2107  0.773
H: -0.6732 0.5042 -1.4340  0.058
H: -0.3483 -1.2779 -0.9446  0.036
H: 1.0835 -1.1270 0.4292  0.031
H: 1.6395 0.6409 0.0093  0.074
H: -1.3145 1.5658 1.1512  -0.050

What did the fifth record say?
# C2H5P

An isolated molecule of C2H5P at a distorted geometry (ωB97M-V/def2-TZVPD, the Open Molecules 2025 dataset).

**E_HOMO**: -9.3 eV
**SMILES string**: C1CP1
**LUMO**: 1.155 eV
**Gap between HOMO and LUMO**: 10.46 eV
**Energy relative to the best compared isomer or geometry (same formula, charge and spin)**: 0.847 eV

Last column: Löwdin charge in e.
Atoms and positions in Å:
C: -0.4555 -0.2396 -0.6534  -0.443
C: 0.8266 -0.0924 0.2316  -0.480
P: -0.7581 0.0259 1.2107  0.773
H: -0.6732 0.5042 -1.4340  0.058
H: -0.3483 -1.2779 -0.9446  0.036
H: 1.0835 -1.1270 0.4292  0.031
H: 1.6395 0.6409 0.0093  0.074
H: -1.3145 1.5658 1.1512  -0.050

Repeat the third record exactly.
# C3H12O2S2

A 3-piece molecular cluster, C3H12O2S2 overall (ωB97M-V/def2-TZVPD, the Open Molecules 2025 dataset).

**E_HOMO**: -9.1 eV
**SMILES string**: CCCSS.O.O
**LUMO**: 0.445 eV
**Gap between HOMO and LUMO**: 9.58 eV
**Energy relative to the best compared isomer or geometry (same formula, charge and spin)**: 0.591 eV

Last column: Löwdin charge in e.
Atoms and positions in Å:
C: -0.1326 0.1438 -0.6499  -0.358
C: -1.5733 0.5738 -0.8532  -0.123
C: 0.2784 0.2713 0.8243  -0.597
S: 1.8516 -0.5767 1.0083  0.414
S: 2.4713 -0.1967 2.9220  0.300
H: 0.5376 0.7656 -1.2466  0.103
H: -0.0055 -0.8738 -1.0209  0.096
H: -1.8092 1.5341 -0.3944  0.074
H: -1.8254 0.5904 -1.9104  0.069
H: -2.2638 -0.1388 -0.3720  0.078
H: -0.4898 -0.1822 1.4572  0.077
H: 0.3627 1.3433 1.0673  0.085
H: 3.0895 0.9850 2.7418  -0.214
H: 5.0383 1.9954 0.4633  0.026
H: 5.9867 3.0468 -0.1043  0.037
O: 5.4042 2.3201 -0.3720  -0.067
H: -6.4228 -3.8285 -1.2195  0.030
H: -4.9320 -3.7144 -1.4937  0.035
O: -5.5659 -4.0584 -0.8474  -0.065

What did the fifth record say?
# C2H5P

An isolated molecule of C2H5P at a distorted geometry (ωB97M-V/def2-TZVPD, the Open Molecules 2025 dataset).

**E_HOMO**: -9.3 eV
**SMILES string**: C1CP1
**LUMO**: 1.155 eV
**Gap between HOMO and LUMO**: 10.46 eV
**Energy relative to the best compared isomer or geometry (same formula, charge and spin)**: 0.847 eV

Last column: Löwdin charge in e.
Atoms and positions in Å:
C: -0.4555 -0.2396 -0.6534  -0.443
C: 0.8266 -0.0924 0.2316  -0.480
P: -0.7581 0.0259 1.2107  0.773
H: -0.6732 0.5042 -1.4340  0.058
H: -0.3483 -1.2779 -0.9446  0.036
H: 1.0835 -1.1270 0.4292  0.031
H: 1.6395 0.6409 0.0093  0.074
H: -1.3145 1.5658 1.1512  -0.050